# C4H13NO5

A 3-piece molecular cluster, C4H13NO5 overall at a distorted geometry (ωB97M-V/def2-TZVPD, the OMol25 dataset).

Calculated values
SMILES: C[C@@H](O)CNC(=O)O.O.O
Lowest unoccupied orbital energy, eV: 0.51
2S+1: 1
ΔE to the lowest compared entry with this formula, charge and spin, kJ/mol: 148.0
Total charge: 0
Gap between HOMO and LUMO, eV: 10.72
Highest occupied orbital energy, eV: -10.206

Last column: Löwdin charge in e.
Element x y z (Å)
C: -1.99457 1.78835 0.70598  -0.083
C: -1.08206 1.60768 -0.51513  -0.436
O: -0.68763 2.87952 -1.09086  -0.095
C: 0.15900 0.83374 -0.06718  -0.128
N: 1.04219 0.48287 -1.16442  0.097
C: 1.17264 -0.76300 -1.52973  -0.660
O: 1.00275 -1.72328 -0.83475  0.071
O: 1.66603 -0.80924 -2.79927  0.084
H: -2.06080 0.86199 1.32067  0.085
H: -3.11265 2.14128 0.46994  0.127
H: -1.60204 2.51888 1.38047  0.058
H: -1.76718 1.15901 -1.27545  0.148
H: -1.22275 3.62063 -0.55783  0.151
H: 0.64262 1.40380 0.74222  0.136
H: -0.24038 -0.27458 0.25985  0.171
H: 1.26136 1.20291 -1.81939  0.148
H: 2.08381 -1.68067 -3.09683  0.161
O: 1.81695 -0.99840 2.41600  -0.062
H: 1.93641 -1.43801 1.52333  0.052
H: 1.10678 -1.44136 2.83720  0.004
O: -0.33022 -3.93518 1.23003  0.007
H: -0.06701 -3.06424 1.17045  -0.043
H: 0.27676 -4.37269 0.69471  0.007